Entry 1:
Formula: C29H32N4O2S
Source: the OMol25 dataset
Level of theory: ωB97M-V with the def2-TZVPD basis set

Properties
**2S+1**: 1
**Highest occupied orbital energy**: -0.2399 Eh
**Orbital gap**: 4.693 eV

Each line ends with the Löwdin charge.
CARTESIAN COORDINATES (ANGSTROEM)
C -6.316 1.373 3.196  -0.16
C -6.370 0.089 3.994  -0.16
N -5.150 -0.674 3.851  -0.06
C -5.301 -2.072 4.199  -0.16
C -4.123 -2.895 3.721  -0.16
C -2.824 -2.300 4.255  -0.14
C -2.742 -0.825 4.024  -0.13
C -3.931 -0.066 3.821  -0.07
C -3.826 1.339 3.587  -0.12
C -2.580 1.906 3.425  0.05
C -1.374 1.155 3.556  -0.18
C -0.131 1.767 3.254  0.06
C 1.141 1.124 3.272  -0.19
C 2.318 1.887 3.512  0.05
C 3.558 1.304 3.663  -0.13
C 3.680 -0.117 3.597  -0.07
N 4.904 -0.709 3.696  -0.07
C 6.118 0.067 3.554  -0.16
C 6.012 1.388 4.289  -0.17
C 4.759 2.162 3.893  -0.14
C 5.082 -2.117 3.406  -0.16
C 3.910 -2.932 3.916  -0.17
C 2.602 -2.396 3.341  -0.15
C 2.521 -0.904 3.343  -0.13
C 1.318 -0.276 3.072  0.03
C -1.519 -0.183 4.033  0.04
C -5.060 2.179 3.508  -0.13
H -6.339 1.135 2.128  0.13
H -7.206 1.959 3.424  0.12
H -6.562 0.310 5.060  0.14
H -7.188 -0.552 3.648  0.12
H -5.419 -2.184 5.293  0.14
H -6.234 -2.418 3.738  0.12
H -4.242 -3.924 4.067  0.12
H -4.107 -2.907 2.626  0.13
H -2.747 -2.510 5.333  0.13
H -1.972 -2.794 3.775  0.12
H -2.500 2.959 3.151  0.14
H -0.145 2.858 3.171  0.13
H 2.219 2.972 3.597  0.14
H 6.937 -0.541 3.954  0.12
H 6.326 0.247 2.483  0.14
H 5.991 1.195 5.367  0.12
H 6.904 1.978 4.073  0.12
H 4.957 2.741 2.979  0.13
H 4.537 2.896 4.676  0.12
H 5.192 -2.266 2.316  0.14
H 6.019 -2.430 3.882  0.12
H 4.051 -3.976 3.630  0.12
H 3.884 -2.881 5.010  0.12
H 2.489 -2.752 2.307  0.13
H 1.760 -2.818 3.905  0.12
H 0.487 -0.881 2.704  0.13
H -0.651 -0.737 4.395  0.12
H -4.915 2.941 2.735  0.13
H -5.206 2.716 4.459  0.13
C -0.098 2.670 0.249  0.01
C 1.124 2.839 -0.438  -0.49
O 2.266 2.791 0.045  -0.03
N 0.991 3.088 -1.836  0.09
C -0.159 3.132 -2.584  -0.86
S -0.189 3.322 -4.251  0.51
N -1.284 2.994 -1.801  0.09
C -1.350 2.774 -0.392  -0.49
O -2.472 2.691 0.133  -0.04
H -0.072 2.485 1.300  0.04
H 1.854 3.184 -2.366  0.13
H -2.168 3.035 -2.296  0.13

Cartesian forces (eV/Å) of the 3 atoms listed first:
0.00 0.05 -0.29
-0.19 0.29 0.14
0.30 0.08 0.12

Entry 2:
Formula: C29H32N4O5S
Source: the OMol25 dataset
Level of theory: ωB97M-V with the def2-TZVPD basis set

Properties
**SMILES string**: CCN(CC)S(=O)(=O)c1ccc(C(=O)N2CCN(CCN3C(=O)c4cccc5cccc(c45)C3=O)CC2)cc1
**2S+1**: 1
**Highest occupied orbital energy**: -0.3101 Eh
**Orbital gap**: 7.657 eV

Each line ends with the Löwdin charge.
CARTESIAN COORDINATES (ANGSTROEM)
C 6.613 -0.100 0.985  -0.07
C 5.454 0.369 1.862  -0.24
N 4.745 1.519 1.347  -0.27
C 5.397 2.809 1.323  -0.25
C 5.421 3.457 2.705  -0.07
S 3.601 1.162 0.197  0.68
O 4.048 0.144 -0.719  -0.30
O 3.130 2.395 -0.368  -0.28
C 2.297 0.466 1.205  -0.27
C 1.862 -0.822 0.969  -0.05
C 0.797 -1.323 1.697  0.01
C 0.184 -0.535 2.667  -0.13
C -0.961 -1.175 3.399  -0.42
O -0.780 -2.170 4.075  0.08
N -2.186 -0.619 3.233  -0.04
C -2.495 0.485 2.355  -0.12
C -3.016 -0.055 1.021  -0.15
N -4.180 -0.880 1.269  -0.16
C -4.968 -1.207 0.104  -0.16
C -4.318 -2.086 -0.987  -0.09
N -3.251 -1.396 -1.702  0.06
C -1.947 -1.825 -1.496  -0.38
O -1.710 -2.774 -0.772  0.08
C -0.889 -1.044 -2.152  -0.06
C 0.435 -1.385 -1.961  0.01
C 1.457 -0.608 -2.514  -0.05
C 1.154 0.498 -3.267  0.01
C -0.187 0.859 -3.515  -0.14
C -0.546 1.965 -4.314  -0.01
C -1.863 2.272 -4.539  -0.06
C -2.879 1.500 -3.969  0.01
C -2.567 0.416 -3.172  -0.06
C -1.219 0.076 -2.940  -0.05
C -3.642 -0.370 -2.550  -0.36
O -4.821 -0.139 -2.733  0.09
C -3.846 -1.997 2.134  -0.15
C -3.350 -1.448 3.476  -0.11
C 0.669 0.742 2.933  -0.02
C 1.721 1.248 2.188  -0.04
H 6.246 -0.304 -0.017  0.06
H 7.392 0.656 0.931  0.07
H 7.041 -1.008 1.400  0.08
H 5.807 0.606 2.869  0.12
H 4.711 -0.430 1.942  0.11
H 6.417 2.730 0.929  0.12
H 4.810 3.421 0.636  0.11
H 4.414 3.518 3.110  0.07
H 6.037 2.885 3.394  0.07
H 5.830 4.461 2.629  0.08
H 2.367 -1.409 0.219  0.11
H 0.430 -2.322 1.519  0.13
H -1.616 1.105 2.184  0.11
H -3.274 1.085 2.835  0.13
H -3.299 0.772 0.366  0.13
H -2.187 -0.612 0.555  0.11
H -5.289 -0.269 -0.355  0.12
H -5.860 -1.733 0.453  0.12
H -3.887 -2.989 -0.554  0.12
H -5.092 -2.353 -1.710  0.13
H 0.659 -2.263 -1.374  0.12
H 2.489 -0.863 -2.330  0.10
H 1.945 1.106 -3.680  0.12
H 0.240 2.564 -4.750  0.12
H -2.126 3.117 -5.157  0.11
H -3.918 1.737 -4.138  0.12
H -4.744 -2.598 2.291  0.13
H -3.058 -2.637 1.705  0.13
H -3.057 -2.261 4.142  0.12
H -4.128 -0.841 3.944  0.13
H 0.226 1.334 3.720  0.13
H 2.099 2.245 2.350  0.11

Cartesian forces (eV/Å) of the 3 atoms listed first:
-0.18 0.11 0.10
0.23 -0.48 0.04
-0.78 -0.18 -0.78

Entry 3:
Formula: C29H33Cl45N2O
Source: the OMol25 dataset
Level of theory: ωB97M-V with the def2-TZVPD basis set

Properties
**2S+1**: 1
**Highest occupied orbital energy**: -0.2907 Eh
**Orbital gap**: 6.824 eV

Each line ends with the Löwdin charge.
CARTESIAN COORDINATES (ANGSTROEM)
C -5.425 -2.868 6.633  -0.13
O -5.332 -1.466 7.160  -0.24
C -3.888 -1.175 7.096  -0.24
C -3.556 0.451 6.887  -0.16
C -2.788 0.530 5.405  -0.23
C -2.085 1.986 5.121  -0.19
C -1.296 2.043 3.650  -0.16
C -1.499 0.583 2.859  -0.17
C -0.300 -0.503 3.033  -0.04
N -0.366 -1.867 2.407  0.04
C -1.643 -2.111 1.654  -0.18
C -1.830 -3.604 0.948  -0.05
C -3.210 -4.004 0.104  -0.29
C -4.388 -2.867 -0.047  -0.10
C -4.155 -1.389 0.642  -0.04
C -2.790 -0.966 1.510  -0.34
N -2.785 0.417 2.100  0.05
H -6.375 -3.437 7.077  0.11
H -4.491 -3.496 7.021  0.07
H -5.423 -2.905 5.452  0.11
H -3.284 -1.621 8.021  0.14
H -3.476 -1.774 6.151  0.11
H -4.529 1.098 6.789  0.12
H -2.906 0.896 7.755  0.11
H -1.941 -0.306 5.466  0.12
H -3.637 0.244 4.618  0.13
H -1.217 2.133 5.927  0.12
H -2.813 2.896 5.277  0.12
H -0.117 2.152 3.795  0.06
H -1.694 2.926 2.964  0.10
H 0.649 -0.204 3.687  0.11
H -1.002 -4.461 1.000  0.10
H -3.334 -5.070 -0.385  0.09
H -5.370 -3.151 -0.625  0.09
H -5.041 -0.604 0.489  0.11
C -1.136 0.232 -2.127  -1.49
Cl -1.957 0.067 -0.566  0.70
Cl 0.248 1.329 -1.990  0.54
Cl -0.617 -1.352 -2.727  0.49
H -1.843 0.657 -2.844  -0.07
C -0.364 5.068 -1.108  -1.50
Cl 0.858 6.315 -1.413  0.52
Cl -0.695 4.933 0.627  0.48
Cl -1.853 5.425 -2.000  0.51
H 0.027 4.110 -1.460  -0.03
C -5.315 4.858 -0.221  -1.53
Cl -4.435 3.404 0.280  0.50
Cl -4.563 6.308 0.466  0.51
Cl -5.379 4.969 -1.989  0.49
H -6.338 4.789 0.157  0.02
C 2.696 3.843 3.552  -1.54
Cl 3.918 5.090 3.247  0.52
Cl 2.365 3.708 5.287  0.52
Cl 1.208 4.200 2.660  0.49
H 3.087 2.885 3.201  -0.09
C -3.887 0.881 -5.221  -1.51
Cl -2.706 0.685 -6.527  0.53
Cl -3.863 -0.527 -4.145  0.54
Cl -3.565 2.366 -4.309  0.53
H -4.882 0.958 -5.665  0.02
C 0.629 -3.789 -5.763  -1.57
Cl 1.850 -2.542 -6.068  0.51
Cl 0.297 -3.924 -4.028  0.49
Cl -0.860 -3.432 -6.655  0.52
H 1.019 -4.747 -6.114  -0.10
C 3.987 -0.207 2.406  -1.55
Cl 3.133 -1.742 2.646  0.54
Cl 2.937 0.968 1.597  0.52
Cl 4.560 0.434 3.955  0.55
H 4.854 -0.392 1.767  -0.06
C 4.915 5.394 -0.957  -1.52
Cl 6.659 5.682 -1.076  0.53
Cl 4.170 5.411 -2.564  0.52
Cl 4.592 3.857 -0.137  0.51
H 4.473 6.200 -0.364  0.02
C -5.387 -6.250 2.204  -1.47
Cl -4.166 -5.003 1.899  0.69
Cl -5.719 -6.385 3.939  0.50
Cl -6.876 -5.893 1.312  0.53
H -4.997 -7.208 1.852  0.03
C -2.567 -7.739 6.143  -1.53
Cl -1.981 -7.227 4.552  0.51
Cl -3.660 -6.523 6.825  0.50
Cl -3.378 -9.311 6.031  0.51
H -1.707 -7.842 6.810  0.02
C 6.312 7.881 -4.438  -1.54
Cl 7.198 9.106 -3.513  0.53
Cl 4.723 8.497 -4.924  0.52
Cl 7.245 7.379 -5.858  0.52
H 6.163 7.008 -3.798  -0.05
C 3.379 -5.745 -7.860  -1.51
Cl 4.601 -4.498 -8.165  0.53
Cl 3.047 -5.880 -6.125  0.56
Cl 1.890 -5.388 -8.752  0.54
H 3.770 -6.703 -8.212  -0.06
C 3.734 -10.129 -8.388  -1.52
Cl 2.368 -9.354 -7.568  0.53
Cl 4.609 -8.954 -9.385  0.54
Cl 4.824 -10.878 -7.209  0.53
H 3.344 -10.913 -9.042  0.02
C 7.784 12.751 -4.604  -1.55
Cl 8.669 13.976 -3.679  0.51
Cl 6.195 13.366 -5.090  0.51
Cl 8.717 12.249 -6.024  0.51
H 7.634 11.878 -3.964  -0.04
C 5.827 -1.513 -1.354  -1.50
Cl 4.460 -0.738 -0.534  0.56
Cl 6.701 -0.338 -2.351  0.53
Cl 6.917 -2.262 -0.174  0.53
H 5.436 -2.297 -2.008  0.02

Cartesian forces (eV/Å) of the 3 atoms listed first:
-0.13 -1.09 0.61
1.94 -2.13 -0.91
0.99 0.48 -0.59